Entry 1:
The following is a DFT calculation (ωB97M-V with the def2-TZVPD basis set) of 16 unconnected molecules or ions with the total composition C4H30BO23 in a non-equilibrium geometry.

Last columns: bonded neighbours and bond lengths (Å).
Geometry (Å):
1 O 2.11215 -2.07039 0.49166  C2 1.256
2 C 1.06890 -1.41920 0.23817  O1 1.256, O3 1.311, C6 1.599
3 O 0.79523 -0.63709 -0.77757  C2 1.311, B4 1.510
4 B -0.56066 0.00682 -0.61377  O3 1.510, O5 1.462, O8 1.489, O12 1.434
5 O -1.12728 -0.77263 0.48516  B4 1.462, C6 1.274
6 C -0.27439 -1.49031 1.10299  C2 1.599, O5 1.274, O7 1.233
7 O -0.35044 -2.22625 2.08928  C6 1.233
8 O -1.38888 -0.01636 -1.85073  B4 1.489, C9 1.288
9 C -1.83147 1.15987 -2.13290  O8 1.288, O10 1.223, C11 1.572
10 O -2.34360 1.61361 -3.14620  C9 1.223
11 C -1.26396 2.11970 -1.02525  C9 1.572, O12 1.329, O13 1.186
12 O -0.49773 1.38512 -0.22480  B4 1.434, C11 1.329
13 O -1.35765 3.30209 -1.03833  C11 1.186
14 O 4.56494 -3.41896 1.42599  H15 0.957, H16 0.957
15 H 3.69624 -3.48026 1.02870  O14 0.957
16 H 4.78567 -4.32032 1.66063  O14 0.957
17 O -1.49583 4.48138 -3.62910  H18 0.957, H19 0.957
18 H -0.64143 4.48673 -4.06060  O17 0.957
19 H -1.33203 4.07635 -2.77742  O17 0.957
20 O -3.34787 -3.07904 2.62018  H21 0.957, H22 0.957
21 H -2.74795 -3.81494 2.74174  O20 0.957
22 H -3.10877 -2.45827 3.30844  O20 0.957
23 O 5.36608 -1.24837 0.10697  H24 0.957, H25 0.957
24 H 5.01512 -2.06427 0.46387  O23 0.957
25 H 4.68246 -0.93084 -0.48300  O23 0.957
26 O -3.03773 5.45549 0.66786  H27 0.957, H28 0.957
27 H -3.01217 6.19727 0.06344  O26 0.957
28 H -3.05823 4.68454 0.10090  O26 0.957
29 O -0.53076 2.33972 2.63305  H30 0.957, H31 0.957
30 H -1.05567 3.05219 2.99786  O29 0.957
31 H -1.16610 1.65314 2.43008  O29 0.957
32 O -4.57469 3.39196 -2.00550  H33 0.957, H34 0.957
33 H -4.89908 2.75079 -1.37311  O32 0.957
34 H -4.07734 2.87420 -2.63858  O32 0.957
35 O 1.32057 -4.20403 4.13690  H36 0.957, H37 0.957
36 H 0.96405 -3.50961 3.58291  O35 0.957
37 H 0.68832 -4.91883 4.06244  O35 0.957
38 O 1.08981 -2.71979 -3.52209  H39 0.957, H40 0.957
39 H 1.74128 -2.37898 -2.90917  O38 0.957
40 H 0.25726 -2.63940 -3.05666  O38 0.957
41 O -2.77598 0.72172 2.58103  H42 0.957, H43 0.957
42 H -3.08838 0.74945 1.67667  O41 0.957
43 H -3.30336 0.03934 2.99630  O41 0.957
44 O 3.86522 -0.72287 3.26801  H45 0.957, H46 0.957
45 H 3.01314 -0.31704 3.42772  O44 0.957
46 H 3.65711 -1.57555 2.88610  O44 0.957
47 O 3.80953 -0.75772 -2.40929  H48 0.957, H49 0.957
48 H 3.14405 -0.07302 -2.47685  O47 0.957
49 H 4.35132 -0.64367 -3.19012  O47 0.957
50 O -0.93534 2.41823 -5.92454  H51 0.957, H52 0.957
51 H -1.44035 2.51805 -5.11755  O50 0.957
52 H -1.31870 1.65379 -6.35454  O50 0.957
53 O -1.53905 -4.41423 0.94589  H54 0.957, H55 0.957
54 H -1.60317 -3.48686 1.17415  O53 0.957
55 H -1.39305 -4.85754 1.78159  O53 0.957
56 O 2.13407 2.78952 0.91413  H57 0.957, H58 0.957
57 H 1.52122 2.07612 1.09223  O56 0.957
58 H 2.83507 2.66924 1.55473  O56 0.957

- Relative energy (zero: lowest compared OMol25 entry of this formula, charge and spin): 62.0 kJ/mol
- <S²>: 0.757
- LUMO energy (spin up / spin down): -1.75 / -7.85 eV
- E_HOMO (spin up / spin down): -10.6 / -10.6 eV
- Spin multiplicity: 2

For reference, the Löwdin charges in units of e are: atom 1 (O): 0.17, atom 2 (C): -0.24, atom 3 (O): 0.25, atom 4 (B): -0.84, atom 5 (O): 0.28, atom 6 (C): -0.33, atom 7 (O): 0.12, atom 8 (O): 0.26, atom 9 (C): -0.35, atom 10 (O): 0.14, atom 11 (C): -0.33, atom 12 (O): 0.24, atom 13 (O): 0.18, atom 14 (O): -0.01, atom 15 (H): 0.03, atom 16 (H): 0.08, atom 17 (O): -0.04, atom 18 (H): 0.04, atom 19 (H): -0.02, atom 20 (O): -0.04, atom 21 (H): 0.01, atom 22 (H): 0.03, atom 23 (O): 0.27, atom 24 (H): 0.02, atom 25 (H): 0.05, atom 26 (O): -0.06, atom 27 (H): 0.03, atom 28 (H): -0.01, atom 29 (O): -0.05, atom 30 (H): 0.05, atom 31 (H): -0.03, atom 32 (O): -0.04, atom 33 (H): 0.03, atom 34 (H): 0.00, atom 35 (O): -0.04, atom 36 (H): -0.01, atom 37 (H): 0.03, atom 38 (O): -0.04, atom 39 (H): 0.00, atom 40 (H): 0.03, atom 41 (O): -0.02, atom 42 (H): 0.05, atom 43 (H): 0.05, atom 44 (O): -0.01, atom 45 (H): 0.04, atom 46 (H): 0.00, atom 47 (O): -0.02, atom 48 (H): 0.05, atom 49 (H): 0.06, atom 50 (O): -0.06, atom 51 (H): -0.02, atom 52 (H): 0.03, atom 53 (O): -0.04, atom 54 (H): -0.02, atom 55 (H): 0.03, atom 56 (O): -0.04, atom 57 (H): -0.01, atom 58 (H): 0.03

Entry 2:
The following is a DFT calculation (ωB97M-V with the def2-TZVPD basis set) of 11 unconnected molecules or ions with the total composition C4H30N2O11 in a non-equilibrium geometry.

Last columns: bonded neighbours and bond lengths (Å).
Geometry (Å):
1 N -0.55379 0.62398 0.39755  C2 1.455, H8 1.002, H9 1.018
2 C -0.61099 1.82447 -0.42313  N1 1.455, C3 1.643, H10 1.245, H11 1.065
3 C -0.97420 1.44197 -1.97967  C2 1.643, C4 1.570, H12 1.083, H13 1.132
4 C -0.00549 0.58729 -2.87122  C3 1.570, N5 1.498, H14 1.114, H15 1.169
5 N 0.65985 -0.54134 -2.14591  C4 1.498, C6 1.429, H16 0.995
6 C 1.22252 -1.47914 -3.06513  N5 1.429, O7 1.196, H17 0.951
7 O 1.20603 -2.61019 -2.67740  C6 1.196
8 H 0.34969 0.31394 0.69990  N1 1.002
9 H -1.16478 0.61385 1.21156  N1 1.018
10 H -1.50999 2.60184 -0.05367  C2 1.245
11 H 0.27044 2.41701 -0.50537  C2 1.065
12 H -2.01041 1.12870 -1.96128  C3 1.083
13 H -0.88963 2.34599 -2.65487  C3 1.132
14 H 0.84845 1.18199 -3.26839  C4 1.114
15 H -0.59757 0.32067 -3.84342  C4 1.169
16 H -0.02000 -0.83148 -1.48056  N5 0.995
17 H 1.59626 -1.13136 -3.86772  C6 0.951
18 O 2.86422 0.83832 -0.85096  H19 0.899, H20 0.982
19 H 2.14818 0.29481 -0.88064  O18 0.899
20 H 3.27902 0.77567 0.03658  O18 0.982
21 O 1.92052 -0.54066 3.61475  H22 0.963, H23 0.893
22 H 1.08911 -0.06405 3.52253  O21 0.963
23 H 1.68724 -1.39208 3.75202  O21 0.893
24 O -2.90547 0.56788 2.57358  H25 0.920, H26 0.911
25 H -2.98422 0.28120 1.70282  O24 0.920
26 H -3.77835 0.46303 2.81094  O24 0.911
27 O -0.84277 -3.47308 -0.77504  H28 1.026, H29 0.953
28 H -0.44071 -3.23019 -1.68741  O27 1.026
29 H -1.39363 -4.19591 -1.06040  O27 0.953
30 O -0.53411 0.40287 3.73024  H31 1.031, H32 0.879
31 H -1.21966 -0.29200 4.06255  O30 1.031
32 H -0.89507 1.17289 3.50856  O30 0.879
33 O 1.15212 -2.93664 1.44222  H34 0.964, H35 0.919
34 H 0.66083 -3.14263 0.63865  O33 0.964
35 H 1.86427 -3.50885 1.54527  O33 0.919
36 O 4.02877 0.29661 1.47771  H37 0.988, H38 0.934
37 H 3.41258 0.22296 2.24692  O36 0.988
38 H 3.91636 -0.59282 1.21552  O36 0.934
39 O -2.32287 -1.43259 0.51791  H40 1.007, H41 0.978
40 H -1.43255 -1.85323 0.30812  O39 1.007
41 H -2.95470 -1.90081 -0.06307  O39 0.978
42 O 2.52834 4.04925 -0.08866  H43 0.880, H44 0.942
43 H 2.81381 3.71392 0.67264  O42 0.880
44 H 2.60894 3.39891 -0.76512  O42 0.942
45 O -4.46222 1.05012 -1.52249  H46 1.004, H47 1.068
46 H -3.88728 0.59425 -2.20774  O45 1.004
47 H -3.73709 1.62466 -0.98927  O45 1.068

- Relative energy (zero: lowest compared OMol25 entry of this formula, charge and spin): 446.6 kJ/mol
- LUMO energy: 0.04 eV
- E_HOMO: -9.1 eV

For reference, the Löwdin charges in units of e are: atom 1 (N): 0.01, atom 2 (C): -0.21, atom 3 (C): -0.16, atom 4 (C): -0.21, atom 5 (N): 0.02, atom 6 (C): -0.25, atom 7 (O): 0.05, atom 8 (H): 0.06, atom 9 (H): 0.03, atom 10 (H): 0.16, atom 11 (H): 0.06, atom 12 (H): 0.04, atom 13 (H): 0.11, atom 14 (H): 0.12, atom 15 (H): 0.14, atom 16 (H): 0.08, atom 17 (H): 0.08, atom 18 (O): -0.04, atom 19 (H): -0.08, atom 20 (H): -0.01, atom 21 (O): -0.02, atom 22 (H): -0.01, atom 23 (H): -0.03, atom 24 (O): 0.00, atom 25 (H): -0.02, atom 26 (H): 0.02, atom 27 (O): -0.08, atom 28 (H): 0.07, atom 29 (H): 0.05, atom 30 (O): -0.03, atom 31 (H): 0.14, atom 32 (H): -0.04, atom 33 (O): -0.03, atom 34 (H): 0.00, atom 35 (H): 0.00, atom 36 (O): -0.04, atom 37 (H): 0.05, atom 38 (H): 0.03, atom 39 (O): -0.10, atom 40 (H): 0.03, atom 41 (H): 0.05, atom 42 (O): 0.01, atom 43 (H): -0.04, atom 44 (H): 0.01, atom 45 (O): -0.14, atom 46 (H): 0.04, atom 47 (H): 0.09

Entry 3:
The following is a DFT calculation (ωB97M-V with the def2-TZVPD basis set) of 11 unconnected molecules or ions with the total composition C4H30NO10.

Last columns: bonded neighbours and bond lengths (Å).
Geometry (Å):
1 C 1.51499 0.97879 -0.35320  C2 1.532, H6 1.095, H7 1.084, H8 1.088
2 C 0.15151 0.47808 0.13266  C1 1.532, C3 1.498, H9 1.085, H10 1.089
3 C -0.51837 -0.50387 -0.77959  C2 1.498, C4 1.314, N5 1.463
4 C -0.39394 -1.81169 -0.80806  C3 1.314, H11 1.078, H12 1.082
5 N -1.41671 0.13223 -1.74301  C3 1.463, H13 1.048, H14 1.039, H15 1.016
6 H 1.81207 1.88135 0.19038  C1 1.095
7 H 2.30508 0.25104 -0.20834  C1 1.084
8 H 1.50599 1.23968 -1.40938  C1 1.088
9 H 0.23542 0.02940 1.11752  C2 1.085
10 H -0.49684 1.34185 0.27566  C2 1.089
11 H 0.22718 -2.35418 -0.11356  C4 1.078
12 H -0.91033 -2.42998 -1.53014  C4 1.082
13 H -2.37279 0.17441 -1.31572  N5 1.048
14 H -1.40440 -0.33801 -2.66974  N5 1.039
15 H -1.14946 1.09789 -1.91371  N5 1.016
16 H -0.90409 -3.02656 3.01252  O18 0.962
17 H 0.35983 -2.41978 2.31460  O18 0.977
18 O -0.61617 -2.45730 2.29194  H16 0.962, H17 0.977
19 H 2.83252 -2.41983 2.99256  O21 0.964
20 H 2.30281 -1.11246 2.38143  O21 0.967
21 O 2.23020 -2.07509 2.32299  H19 0.964, H20 0.967
22 H -0.63764 4.03264 0.44488  O24 0.984
23 H -1.29475 4.74179 1.66647  O24 0.961
24 O -0.59794 4.12671 1.42369  H22 0.984, H23 0.961
25 H 0.62166 4.07162 -1.52323  O27 0.962
26 H -0.67699 4.80265 -1.85880  O27 0.965
27 O -0.33199 4.02259 -1.40806  H25 0.962, H26 0.965
28 H -1.60759 0.63513 2.57937  O30 0.975
29 H -1.71194 -0.91016 2.27919  O30 0.981
30 O -2.21899 -0.07046 2.29749  H28 0.975, H29 0.981
31 H 2.89981 -2.20968 -3.34889  O33 0.961
32 H 2.23513 -2.23823 -1.93915  O33 0.980
33 O 2.17885 -1.83894 -2.83276  H31 0.961, H32 0.980
34 H -4.31581 0.29378 0.05138  O36 0.964
35 H -2.97413 0.36137 0.86829  O36 0.997
36 O -3.39119 0.55742 -0.01564  H34 0.964, H35 0.997
37 H 2.51530 -2.77720 0.55424  O39 0.979
38 H 2.68092 -4.09359 -0.26040  O39 0.964
39 O 2.65792 -3.13355 -0.34666  H37 0.979, H38 0.964
40 H -0.62916 2.21525 3.93715  O42 0.965
41 H -0.46787 2.67735 2.48810  O42 0.987
42 O -0.40148 1.87757 3.06214  H40 0.965, H41 0.987
43 H -0.27059 -1.45569 -4.80321  O45 0.966
44 H 0.63478 -1.34659 -3.54746  O45 0.985
45 O -0.19086 -0.99775 -3.95594  H43 0.966, H44 0.985

- Relative energy (zero: lowest compared OMol25 entry of this formula, charge and spin): 0.0 kJ/mol
- LUMO energy: -2.35 eV
- Charge: +1
- E_HOMO: -13.0 eV

For reference, the Löwdin charges in units of e are: atom 1 (C): -0.06, atom 2 (C): -0.20, atom 3 (C): -0.31, atom 4 (C): 0.10, atom 5 (N): 0.21, atom 6 (H): 0.08, atom 7 (H): 0.07, atom 8 (H): 0.08, atom 9 (H): 0.09, atom 10 (H): 0.10, atom 11 (H): 0.06, atom 12 (H): 0.10, atom 13 (H): 0.11, atom 14 (H): 0.13, atom 15 (H): 0.15, atom 16 (H): 0.07, atom 17 (H): 0.01, atom 18 (O): -0.05, atom 19 (H): 0.09, atom 20 (H): 0.08, atom 21 (O): -0.03, atom 22 (H): 0.02, atom 23 (H): 0.06, atom 24 (O): -0.06, atom 25 (H): 0.06, atom 26 (H): 0.07, atom 27 (O): -0.04, atom 28 (H): 0.01, atom 29 (H): 0.03, atom 30 (O): -0.07, atom 31 (H): 0.07, atom 32 (H): 0.01, atom 33 (O): -0.06, atom 34 (H): 0.07, atom 35 (H): 0.02, atom 36 (O): -0.07, atom 37 (H): 0.01, atom 38 (H): 0.07, atom 39 (O): -0.06, atom 40 (H): 0.07, atom 41 (H): 0.01, atom 42 (O): -0.07, atom 43 (H): 0.07, atom 44 (H): 0.01, atom 45 (O): -0.08

Entry 4:
The following is a DFT calculation (ωB97M-V with the def2-TZVPD basis set) of 12 unconnected molecules or ions with the total composition C4H30NO13 in a non-equilibrium geometry.

Last columns: bonded neighbours and bond lengths (Å).
Geometry (Å):
1 C 1.24529 -1.12463 -0.84353  C2 1.528, N5 1.522, H8 1.089, H9 1.086
2 C 0.60757 -1.18736 -2.23031  C1 1.528, C3 1.526, H10 1.093, H11 1.108
3 C 1.08657 -2.45810 -2.92563  C2 1.526, O4 1.201, H12 1.086
4 O 1.34341 -3.47649 -2.34304  C3 1.201
5 N 0.15832 -0.83477 0.18178  C1 1.522, C6 1.491, H13 1.013
6 C 0.53370 -1.11513 1.59736  N5 1.491, O7 1.382, H14 1.117, H15 1.096
7 O 1.65098 -0.37756 1.94011  C6 1.382
8 H 2.02527 -0.37200 -0.73318  C1 1.089
9 H 1.69807 -2.07721 -0.58539  C1 1.086
10 H 0.87610 -0.33647 -2.86074  C2 1.093
11 H -0.48128 -1.07476 -2.06093  C2 1.108
12 H 1.09051 -2.35508 -4.00681  C3 1.086
13 H -0.02721 0.16017 0.12938  N5 1.013
14 H -0.34149 -0.70729 2.15979  C6 1.117
15 H 0.69862 -2.18484 1.76792  C6 1.096
16 H 0.85232 2.14253 0.25271  O18 0.981
17 H 0.49848 2.82712 -1.03058  O18 0.969
18 O 0.66483 1.93616 -0.68769  H16 0.981, H17 0.969
19 H 0.59613 2.37071 2.88884  O21 0.967
20 H 1.03577 0.91846 2.03523  O21 1.081
21 O 0.64307 1.92529 2.03136  H19 0.967, H20 1.081
22 H 2.96706 2.00624 -1.35761  O24 0.964
23 H 2.39125 1.43890 -2.59283  O24 0.963
24 O 3.24898 1.60866 -2.18922  H22 0.964, H23 0.963
25 H -1.51687 -3.14842 -0.92919  O27 0.971
26 H -1.34487 -2.03889 0.00441  O27 0.987
27 O -2.07166 -2.60783 -0.34426  H25 0.971, H26 0.987
28 H -0.73804 1.55968 -1.75307  O30 0.967
29 H -2.16545 1.82004 -1.37301  O30 0.998
30 O -1.62293 1.45586 -2.12800  H28 0.967, H29 0.998
31 H -2.51991 2.36875 0.82906  O33 1.003
32 H -3.87582 2.27390 0.16628  O33 0.964
33 O -2.96796 2.51064 -0.05651  H31 1.003, H32 0.964
34 H -2.76864 -1.34777 -1.58872  O36 0.984
35 H -2.60105 0.06900 -1.68351  O36 0.997
36 O -3.36504 -0.56473 -1.59556  H34 0.984, H35 0.997
37 H -3.79850 -0.13700 -0.09093  O39 1.001
38 H -4.12285 -1.16770 0.99406  O39 0.974
39 O -3.98838 -0.20848 0.88970  H37 1.001, H38 0.974
40 H 2.91076 -1.01024 2.89872  O42 0.978
41 H 2.87414 -1.13699 4.39210  O42 0.972
42 O 3.44379 -1.36458 3.63792  H40 0.978, H41 0.972
43 H -1.06889 1.35164 1.74052  O45 0.979
44 H -2.46685 0.54505 1.69937  O45 0.975
45 O -1.97752 1.28760 2.09972  H43 0.979, H44 0.975
46 H 4.06591 0.20574 1.67464  O48 0.967
47 H 2.84628 0.71947 0.89897  O48 0.969
48 O 3.77801 0.91270 1.08027  H46 0.967, H47 0.969

- Relative energy (zero: lowest compared OMol25 entry of this formula, charge and spin): 53.1 kJ/mol
- <S²>: 0.758
- LUMO energy (spin up / spin down): -0.03 / -4.81 eV
- E_HOMO (spin up / spin down): -11.0 / -11.0 eV
- Spin multiplicity: 2

For reference, the Löwdin charges in units of e are: atom 1 (C): -0.15, atom 2 (C): -0.11, atom 3 (C): -0.23, atom 4 (O): 0.07, atom 5 (N): 0.05, atom 6 (C): -0.25, atom 7 (O): -0.07, atom 8 (H): 0.09, atom 9 (H): 0.12, atom 10 (H): 0.11, atom 11 (H): 0.11, atom 12 (H): 0.12, atom 13 (H): 0.08, atom 14 (H): 0.14, atom 15 (H): 0.15, atom 16 (H): 0.04, atom 17 (H): 0.10, atom 18 (O): -0.07, atom 19 (H): 0.08, atom 20 (H): 0.03, atom 21 (O): -0.12, atom 22 (H): 0.01, atom 23 (H): 0.01, atom 24 (O): -0.05, atom 25 (H): 0.06, atom 26 (H): 0.02, atom 27 (O): -0.06, atom 28 (H): -0.01, atom 29 (H): 0.01, atom 30 (O): -0.09, atom 31 (H): 0.04, atom 32 (H): 0.06, atom 33 (O): -0.07, atom 34 (H): 0.03, atom 35 (H): 0.01, atom 36 (O): -0.08, atom 37 (H): 0.00, atom 38 (H): 0.06, atom 39 (O): -0.10, atom 40 (H): -0.02, atom 41 (H): 0.05, atom 42 (O): -0.06, atom 43 (H): -0.01, atom 44 (H): 0.01, atom 45 (O): -0.08, atom 46 (H): 0.03, atom 47 (H): -0.02, atom 48 (O): -0.04